1.
40
Properties=species:S:1:pos:R:3 method="wB97M-V/def2-TZVPD" total_charge=0 e_tot_ev=-20009.280 de_lowest_kcal_mol=38.9 e_homo_ev=-9.30 smiles="C=CC[C@]1([C@@H](C)OCCC)CO[C@@H](C)OC1" homo_lumo_gap_ev=10.2
C -0.4692 0.4350 -4.3358
C -1.1960 0.2036 -3.1603
C -0.9197 0.9710 -1.8420
C -0.9411 0.0568 -0.6594
C 0.3934 -0.6761 -0.4006
C 0.9438 -1.2368 -1.7684
O 1.3090 0.2390 0.2327
C 1.9303 -0.1700 1.3690
C 3.0486 0.7458 1.6321
C 2.7600 2.1945 2.0062
C -1.3697 1.0586 0.4809
O -1.3011 0.3284 1.6917
C -2.1386 -0.8251 1.7943
C -1.3531 -1.7130 2.8233
O -2.2481 -1.5277 0.5656
C -2.2040 -0.8565 -0.6953
H 0.2546 1.2071 -4.4591
H -0.7402 -0.2911 -5.1768
H -2.0156 -0.5384 -3.2191
H -1.6711 1.7809 -1.7561
H 0.0274 1.5406 -1.9580
H 0.2413 -1.5772 0.2561
H 1.6048 -2.0334 -1.5455
H 1.5361 -0.4242 -2.2046
H 0.2161 -1.5292 -2.4780
H 1.1554 -0.0938 2.1693
H 2.2028 -1.2064 1.3324
H 3.7273 0.7853 0.7889
H 3.6065 0.2902 2.4276
H 1.7999 2.4463 2.4858
H 2.6689 2.7298 1.0575
H 3.6269 2.6009 2.6109
H -0.6991 1.9779 0.3969
H -2.3585 1.5308 0.4348
H -3.1365 -0.5261 2.1151
H -1.6734 -2.8766 2.9828
H -0.2957 -1.8308 2.4476
H -1.3114 -1.3129 3.8231
H -3.0754 -0.2257 -0.8356
H -1.9353 -1.6516 -1.4299

=====

2.
8
Properties=species:S:1:pos:R:3 method="wB97M-V/def2-TZVPD" total_charge=0 e_tot_ev=-23944.782 spin_multiplicity=3 de_lowest_kcal_mol=61.9 e_homo_ev="-5.00 / -9.72" homo_lumo_gap_ev="5.8 / 6.9"
C -0.5581 0.3598 -0.5861
C 0.0843 -0.7765 0.0622
P -0.3379 0.6193 1.4196
Cl 1.4138 1.6787 1.3935
H 0.1437 0.9243 -1.2932
H -1.5414 0.0381 -0.9094
H -0.3179 -1.7595 0.0799
H 1.1135 -1.0841 -0.1666

=====

3.
26
Properties=species:S:1:pos:R:3 method="wB97M-V/def2-TZVPD" total_charge=0 e_tot_ev=-11731.949 de_lowest_kcal_mol=0.0 e_homo_ev=-8.65 homo_lumo_gap_ev=9.3
B -0.6133 0.7185 0.1430
C -3.2553 1.0411 -0.7008
C -2.2160 2.0257 -1.3148
C -2.6442 -0.3064 -0.5301
C 1.6910 -1.4201 -0.5870
C 2.7943 -1.4633 1.6820
C 1.0619 0.2292 1.1784
C 1.3787 -1.2040 0.9524
N -0.9367 1.9307 -0.4697
O -1.5354 -0.2749 0.2649
H -3.7254 1.4860 0.2604
H -4.2070 1.0998 -1.3342
H -1.9375 1.8159 -2.4126
H -2.5884 3.0283 -1.4519
H -3.2840 -1.0267 0.1724
H -2.3313 -0.7745 -1.5494
H 1.8148 -2.3934 -0.9405
H 2.5736 -0.8769 -0.7318
H 0.9997 -0.9015 -1.1678
H 3.5601 -0.9034 1.1796
H 3.1451 -2.5067 1.4657
H 2.6867 -1.2070 2.6961
H 0.6966 0.4633 2.2722
H 1.9237 0.7936 0.7221
H 0.7402 -1.9933 1.3122
H -0.2436 2.7952 -0.5313

=====

4.
45
Properties=species:S:1:pos:R:3 method="wB97M-V/def2-TZVPD" total_charge=+1 e_tot_ev=-21561.040 de_lowest_kcal_mol=18.1 e_homo_ev=-12.90 homo_lumo_gap_ev=10.1
C -3.6727 2.8495 0.0812
C -2.2195 3.0996 0.3411
O -1.7483 3.4058 1.3942
O -1.4117 2.8370 -0.7493
C -0.4972 1.7716 -0.4771
C 0.1039 1.2901 -1.7929
C 1.4613 1.8922 -2.1717
C 2.6896 1.1023 -1.7083
C 2.8206 0.8298 -0.1941
C 3.1789 -0.6079 0.1990
C 2.2125 -1.6615 -0.2889
C 2.4859 -3.1391 0.0755
C 1.0862 -3.7582 0.3592
C 0.1105 -2.7078 -0.1668
N 0.8311 -1.4758 0.3004
H -4.2816 3.5072 0.6969
H -3.9332 2.9324 -0.9693
H -3.8473 1.8213 0.4130
H -1.0520 0.9679 0.0327
H 0.2640 2.1547 0.2055
H -0.6258 1.5530 -2.5605
H 0.1592 0.1926 -1.8184
H 1.5067 1.9375 -3.2611
H 1.5118 2.9290 -1.8273
H 2.7400 0.1735 -2.2860
H 3.5722 1.6690 -2.0089
H 1.9316 1.1378 0.3613
H 3.6240 1.4585 0.1906
H 3.2064 -0.6709 1.2944
H 4.1860 -0.8625 -0.1371
H 2.0847 -1.6310 -1.3706
H 2.9276 -3.6195 -0.7957
H 3.1759 -3.2589 0.9091
H 0.9423 -4.7354 -0.0924
H 0.9351 -3.8607 1.4366
H 0.1264 -2.6853 -1.2555
H -0.9146 -2.7469 0.1906
H 0.9528 -1.6069 1.3099
H 0.3884 -0.5632 0.1820
C -4.8517 -0.4038 2.5892
O -3.5013 -0.6362 2.9836
H -5.4004 -1.3321 2.7242
H -5.3209 0.3664 3.2041
H -4.9099 -0.1138 1.5359
H -3.0274 0.1986 2.9216

=====

5.
104
Properties=species:S:1:pos:R:3 method="wB97M-V/def2-TZVPD" total_charge=+3 e_tot_ev=-238040.806 e_homo_ev="-16.00 / -16.00" homo_lumo_gap_ev="5.9 / 5.9"
Re -1.2052 1.2792 -0.3505
C -5.1827 -4.4205 -0.1371
C -4.1004 -3.4000 -0.3683
C -2.7548 -3.7429 -0.2799
C -1.7781 -2.8127 -0.5713
C -2.1075 -1.5173 -0.9480
N -1.0250 -0.6135 -1.2688
C -0.1832 -0.9579 -2.2172
C -0.4628 -2.0143 -3.1448
C 0.4086 -2.3288 -4.1172
C 1.7170 -1.6972 -4.2665
C 2.6289 -2.1848 -5.3518
C 2.0565 -0.7210 -3.4305
C 1.1321 -0.1797 -2.3885
C 0.7989 1.3636 -2.6801
O -0.1962 1.7835 -1.7830
C 0.3008 1.6126 -4.1462
F 1.3489 1.7403 -4.9515
F -0.4374 2.7102 -4.1878
F -0.4397 0.5924 -4.5651
C 2.0311 2.3034 -2.4017
F 2.2377 2.4138 -1.0794
F 3.1509 1.8456 -2.9433
F 1.7750 3.5162 -2.8676
C -3.4458 -1.1231 -0.9667
C -4.4146 -2.0877 -0.7010
C -3.8488 0.2904 -1.3815
O -3.0266 1.3348 -0.8635
C -3.8200 0.4057 -2.9411
F -2.5362 0.5601 -3.3303
F -4.2855 -0.7018 -3.4996
F -4.5083 1.4478 -3.3790
C -5.2796 0.6967 -0.8868
F -5.4253 0.3458 0.4062
F -6.2280 0.1056 -1.6003
F -5.4479 2.0098 -0.9571
H -4.9336 -5.0850 0.6902
H -5.2961 -5.0449 -1.0265
H -6.1464 -3.9545 0.0626
H -2.4719 -4.7484 0.0101
H -0.7312 -3.0855 -0.5212
H -1.4136 -2.5228 -3.0839
H 0.1292 -3.0966 -4.8310
H 2.9138 -3.2258 -5.1771
H 3.5326 -1.5816 -5.4244
H 2.1189 -2.1558 -6.3176
H 3.0295 -0.2572 -3.5078
H -5.4627 -1.8363 -0.7562
Cl -6.4370 3.5699 4.0449
C -5.0528 3.3118 3.0769
C -4.4589 4.4111 2.4097
C -3.3486 4.2599 1.6185
C -2.8191 2.9911 1.4202
O -1.7239 2.8267 0.6828
C -3.3948 1.8809 2.0925
C -2.8139 0.6219 2.0110
O -1.8549 0.2732 1.2298
C -4.5125 2.0748 2.9444
H -4.8983 5.3922 2.5408
H -2.8941 5.1004 1.1096
H -3.1710 -0.1668 2.6724
H -4.9440 1.2333 3.4748
C 1.9529 -1.3635 6.8115
O 2.0215 -0.7424 5.4934
C 1.2086 -1.1997 4.5668
O 0.4066 -2.0890 4.6934
C 1.1968 -0.4224 3.2652
C 1.6931 0.8262 3.1360
As 3.6544 0.6234 3.3937
C 4.4414 2.3887 3.1593
C 3.5136 -0.0056 1.4575
C 2.5410 -0.7778 0.9455
As 0.7746 -1.4287 1.6460
C 1.4434 -3.1873 2.1930
C 2.7038 -0.8738 -0.5680
O 1.6829 -0.1096 -1.0735
O 2.7458 -2.0985 -1.1092
C 3.9116 -2.9115 -0.8347
C 4.3568 0.3505 0.3215
O 3.9894 -0.1309 -0.8224
O 5.3768 1.0944 0.4080
C 6.1684 1.4680 -0.7831
C 1.2099 1.7366 2.0578
O 0.5739 1.3912 1.0443
O 1.5579 2.9656 2.3084
C 1.1942 4.0671 1.4321
H 2.2195 -0.5875 7.5186
H 2.6718 -2.1766 6.8519
H 0.9539 -1.7379 6.9979
H 4.2420 2.9200 4.0889
H 4.0557 2.9608 2.3222
H 5.5183 2.2569 3.0699
H 2.3106 -3.1321 2.8456
H 1.6970 -3.7305 1.2828
H 0.6362 -3.6994 2.7076
H 4.7736 -2.5219 -1.3690
H 3.6678 -3.9025 -1.1996
H 4.1082 -2.9543 0.2373
H 6.6286 2.4120 -0.5287
H 5.5210 1.5559 -1.6469
H 6.9254 0.7052 -0.9348
H 1.9502 4.1674 0.6594
H 1.1893 4.9470 2.0644
H 0.2205 3.9062 0.9911

=====

6.
120
Properties=species:S:1:pos:R:3 method="wB97M-V/def2-TZVPD" total_charge=0 e_tot_ev=-54901.303 de_lowest_kcal_mol=30.3 e_homo_ev=-9.51 smiles=CC(C)O.CC(C)O.CC(C)O.CC(C)O.CC(C)O.CC(C)O.CC(C)O.CC(C)O.CO.CO.CO.CO homo_lumo_gap_ev=9.6
C 1.8685 -3.8538 5.0301
C 0.8200 -4.6058 4.2265
C 0.2698 -3.7384 3.1142
O 1.3657 -5.8061 3.6814
H 1.4191 -3.0170 5.5723
H 2.6415 -3.4437 4.3692
H 2.3443 -4.5176 5.7514
H 0.0407 -4.9373 4.9165
H 1.1144 -3.4191 2.4931
H -0.2184 -2.8413 3.4912
H -0.4301 -4.3059 2.4977
H 2.0218 -5.5094 3.0347
C 1.6076 2.5971 -4.7505
C 0.9253 2.9313 -3.4436
C 1.5761 2.2631 -2.2385
O 0.9010 4.3514 -3.3069
H 1.4626 1.5506 -5.0359
H 2.6901 2.7374 -4.6665
H 1.2266 3.2342 -5.5456
H -0.1065 2.5734 -3.4277
H 1.0691 2.5894 -1.3324
H 2.6225 2.5750 -2.1579
H 1.4807 1.1815 -2.3471
H 1.8146 4.6557 -3.2780
C 4.9682 -3.5261 0.6514
C 3.5985 -3.7581 1.2771
C 2.4676 -3.3980 0.3276
O 3.4602 -5.1156 1.7324
H 5.7274 -4.0822 1.2026
H 5.2360 -2.4685 0.6976
H 5.0074 -3.8540 -0.3906
H 3.5682 -3.1663 2.1945
H 2.3706 -2.3081 0.2770
H 1.5052 -3.7889 0.6486
H 2.7248 -3.7235 -0.6839
H 3.6193 -5.7194 0.9986
C -0.7026 -0.7039 -3.9905
C -2.1988 -0.4457 -4.1191
C -2.6425 -0.3689 -5.5712
O -2.9164 -1.4912 -3.4448
H -0.4820 -1.7443 -4.2603
H -0.3893 -0.6179 -2.9464
H -0.0649 -0.0600 -4.5955
H -2.4527 0.4699 -3.5828
H -2.1199 0.4398 -6.0924
H -3.7168 -0.2197 -5.6267
H -2.3347 -1.2770 -6.0978
H -2.6643 -2.3244 -3.8587
C -0.7042 1.0716 1.2031
C -0.2181 -0.3728 1.3462
C 0.5528 -0.8085 0.1184
O 0.5672 -0.4816 2.5313
H -1.4992 1.1648 0.4567
H 0.1152 1.7332 0.9135
H -1.1194 1.4082 2.1541
H -1.1010 -1.0148 1.3975
H 0.9250 -1.8319 0.1933
H 1.4096 -0.1748 -0.1311
H -0.1167 -0.7575 -0.7469
H 1.4968 -0.3049 2.3162
C -2.6794 -3.3470 0.0583
C -2.3508 -4.2997 -1.0725
C -0.8701 -4.3745 -1.3171
O -2.7591 -5.6379 -0.7562
H -3.7361 -3.3524 0.3260
H -2.4007 -2.3235 -0.2105
H -2.0884 -3.6099 0.9402
H -2.8750 -4.0048 -1.9914
H -0.3844 -4.7784 -0.4225
H -0.4286 -3.3901 -1.4994
H -0.5875 -5.0267 -2.1438
H -3.7107 -5.6401 -0.6146
C -4.3410 4.5237 -3.4167
C -4.0730 3.1213 -2.9437
C -2.8871 3.0693 -2.0113
O -5.2658 2.7133 -2.2304
H -4.5503 5.1509 -2.5494
H -5.1573 4.5599 -4.1333
H -3.4526 4.9350 -3.9052
H -3.9421 2.4477 -3.8001
H -3.0531 3.7752 -1.1923
H -1.9487 3.3102 -2.5114
H -2.7860 2.0979 -1.5152
H -5.1539 1.7897 -1.9833
C -1.7810 6.2008 1.7349
C -1.7667 5.2392 2.8996
C -2.7796 4.1177 2.7365
O -0.4358 4.6904 2.9844
H -1.0140 6.9680 1.8645
H -2.7214 6.7549 1.6955
H -1.6363 5.6907 0.7828
H -1.9853 5.7871 3.8239
H -3.7912 4.5137 2.6746
H -2.7131 3.4232 3.5796
H -2.5371 3.5446 1.8391
H -0.3742 4.1678 3.7898
C 4.0364 -0.3461 3.0547
O 3.2911 -0.1180 1.8619
H 5.0367 -0.7267 2.8297
H 4.1682 0.5819 3.6154
H 3.5054 -1.0809 3.6547
H 3.9053 0.0916 1.1554
C 2.2212 -1.2304 -2.4359
O 2.2263 -2.1709 -3.5058
H 2.0816 -0.2314 -2.8579
H 1.3908 -1.4189 -1.7526
H 3.1645 -1.2676 -1.8919
H 1.5167 -2.8008 -3.3659
C -0.9758 0.2708 5.3952
O 0.0941 -0.6404 5.2564
H -1.0964 0.5012 6.4514
H -0.7797 1.1944 4.8358
H -1.9228 -0.1514 5.0333
H 0.2853 -0.6963 4.3063
C 1.9306 4.4135 0.7362
O 1.5462 5.6745 1.2448
H 1.0394 3.8864 0.3817
H 2.6213 4.5610 -0.0921
H 2.4335 3.8102 1.5024
H 0.8943 5.4632 1.9306